This record from OMol25 describes C43H29Br4N4O4S2SnTe as an isolated structure at a distorted geometry. The level of theory is the ωB97M-V functional and the def2-TZVPD basis.

```
88
Properties=species:S:1:pos:R:3:forces:R:3
Sn -1.321 0.937 -0.249 0.011 1.487 0.281
S -2.891 -1.140 0.322 0.283 -0.512 -0.240
C -1.945 -2.367 -0.463 -2.758 -1.806 0.265
S -0.337 -2.137 -1.040 1.102 0.070 -0.601
C -2.521 -3.637 -0.763 0.897 1.823 0.736
C -1.751 -4.646 -1.399 1.429 -1.718 -1.266
N -1.134 -5.476 -1.945 -1.153 1.445 1.040
C -3.846 -4.029 -0.402 -2.360 -0.365 0.328
N -4.937 -4.385 -0.164 2.309 0.734 -0.389
Br -5.410 6.798 -0.626 -0.235 0.344 -0.096
C -4.287 5.428 -0.012 0.246 0.404 1.655
C -3.847 5.426 1.354 -0.626 0.273 -1.414
Br -4.398 6.793 2.515 -0.128 0.302 0.203
C -3.025 4.436 1.836 0.588 -2.122 -2.501
Br -2.384 4.336 3.550 0.363 0.024 1.176
C -2.596 3.359 0.953 -1.312 1.460 -0.794
O -1.810 2.386 1.334 0.067 -0.501 -0.255
C -3.064 3.348 -0.426 -0.443 1.174 0.960
O -2.678 2.348 -1.200 0.026 0.034 0.442
C -3.914 4.438 -0.883 1.897 -2.346 1.219
Br -4.394 4.364 -2.663 -0.321 0.036 -0.858
C 2.130 -3.184 5.377 -0.327 0.156 0.005
C 2.908 -2.837 4.268 -0.127 0.075 -0.121
C 2.327 -2.634 3.015 -0.863 -0.467 0.254
C 0.920 -2.830 2.837 0.539 -0.153 1.272
C 0.152 -3.158 3.994 0.431 -0.067 -0.833
C 0.739 -3.338 5.241 0.755 0.175 -0.275
C 0.188 -2.718 1.574 0.895 0.770 -1.070
C 0.671 -2.222 0.406 -0.716 -0.664 1.173
C 2.033 -1.739 0.078 1.046 -0.289 -0.813
C 3.091 -2.665 -0.220 -0.857 0.865 0.388
C 4.350 -2.190 -0.573 -0.241 0.493 -0.015
C 4.559 -0.805 -0.708 -0.338 0.130 0.229
C 3.511 0.105 -0.480 0.467 -0.484 0.148
C 2.248 -0.359 -0.092 0.340 -0.344 -0.051
H 2.596 -3.247 6.364 -0.171 -0.121 -0.361
H 3.994 -2.695 4.362 -0.567 -0.075 0.085
H 2.983 -2.369 2.189 -0.303 -0.079 0.203
H -0.922 -3.304 3.854 0.292 0.077 0.144
H 0.130 -3.590 6.106 0.099 0.075 -0.156
H -0.868 -2.979 1.598 0.193 -0.078 0.130
H 2.901 -3.738 -0.117 0.028 0.409 -0.029
H 5.173 -2.887 -0.728 -0.208 0.162 -0.054
H 5.549 -0.420 -0.968 -0.334 -0.177 0.054
H 3.712 1.178 -0.545 -0.176 -0.377 -0.109
H 1.429 0.353 0.067 0.347 -0.389 -0.030
Te -1.821 -0.383 -3.302 0.048 0.290 -1.023
C 0.171 0.159 -3.817 0.531 0.047 0.039
C 0.466 1.493 -4.172 0.135 -0.591 -0.038
C 1.775 1.839 -4.528 -0.082 -0.086 0.131
C 2.792 0.881 -4.509 -0.144 -0.433 0.106
C 2.499 -0.440 -4.135 -0.291 0.404 0.107
C 1.196 -0.811 -3.784 -0.147 0.538 -0.412
C -2.580 0.290 -5.191 -0.296 -0.020 0.092
C -2.993 1.621 -5.415 0.078 -0.526 -0.175
C -3.501 1.969 -6.676 0.247 -0.345 -0.051
C -3.606 1.011 -7.700 0.446 -0.117 0.785
C -3.200 -0.307 -7.447 -0.107 -0.090 0.088
C -2.700 -0.688 -6.195 -0.040 0.922 -0.078
H -0.332 2.243 -4.215 0.341 -0.311 0.139
H 1.999 2.872 -4.801 -0.057 -0.301 0.022
H 3.817 1.132 -4.797 -0.409 0.036 0.140
H 3.288 -1.186 -4.100 -0.047 0.074 -0.071
H 0.971 -1.860 -3.558 0.069 0.506 0.005
H -2.913 2.373 -4.615 -0.086 -0.448 -0.397
H -3.783 3.002 -6.868 -0.034 -0.187 0.039
H -3.961 1.302 -8.684 -0.034 -0.086 0.156
H -3.282 -1.080 -8.214 0.000 0.319 0.055
H -2.369 -1.712 -6.005 -0.193 0.355 -0.090
O 4.147 1.388 2.453 -0.110 0.451 0.737
C 3.408 1.825 3.605 0.537 0.126 -0.288
N 3.320 0.797 4.625 -0.465 -0.130 0.214
C 2.182 0.236 5.207 0.999 0.094 -0.323
O 2.260 -0.379 6.265 -0.166 0.699 -0.753
C 0.896 0.385 4.450 -0.725 -0.084 0.017
C -0.268 0.521 5.236 0.478 -0.202 -0.629
C -1.496 0.531 4.603 -0.207 -0.126 -0.446
C -1.549 0.366 3.206 0.554 0.216 0.689
N -0.458 0.248 2.447 0.631 0.057 0.651
C 0.750 0.272 3.055 -0.522 -0.089 0.298
H 3.736 0.600 2.085 -0.173 -0.138 -0.051
H 2.418 2.195 3.301 0.183 -0.310 0.357
H 3.983 2.688 4.003 -0.277 -0.556 -0.317
H 4.185 0.577 5.116 -0.414 0.122 -0.107
H -0.145 0.581 6.315 -0.166 0.028 -0.187
H -2.429 0.652 5.149 0.232 -0.043 -0.048
H -2.504 0.359 2.690 0.130 -0.017 0.093
H 1.619 0.135 2.389 -0.534 0.088 0.465
```
Positions in Å, forces in eV/Å.

Computed properties:
LUMO energy   1.3254 eV
Energy above the lowest of the compared OMol25 structures with the same formula, charge and spin   0.000 eV
Kohn-Sham gap   6.032 eV
E   -13750.8301 Eh
2S+1   1
HOMO energy   -4.71 eV
Net charge   -1

Mulliken atomic charge list, values in e, 8 entries:
1. Sn 1.105
2. S -0.422
3. C 0.898
4. S 0.160
5. C 0.741
6. C -0.077
7. N -0.628
8. C -0.277